Model P:
21
Properties=species:S:1:pos:R:3:lowdin_charge:R:1 method="wB97M-V/def2-TZVPD" mol_weight_g_mol=117.172 lumo_ev=-3.2 total_charge=+1 homo_lumo_gap_ev=9.45 smiles="C=C(N)C[C@H]([NH3+])CO" homo_ha=-0.4636
C 1.076 2.897 -0.016 0.06
C 0.766 1.661 -0.432 -0.45
N 0.446 1.427 -1.774 0.04
C 0.697 0.491 0.550 -0.10
C -0.095 -0.778 0.195 -0.28
N -1.518 -0.611 -0.459 0.22
C -0.432 -1.649 1.327 -0.30
O -0.462 -2.833 0.629 -0.05
H 1.377 3.735 -0.641 0.07
H 1.269 3.155 1.092 0.10
H 1.250 1.064 -2.414 0.15
H 0.049 2.225 -2.259 0.09
H 1.775 0.119 0.716 0.16
H 0.197 0.809 1.567 0.16
H 0.508 -1.304 -0.579 0.16
H -1.657 0.349 -0.786 0.14
H -2.263 -1.035 0.176 0.18
H -1.601 -1.143 -1.376 0.19
H -1.388 -1.517 1.981 0.16
H 0.322 -1.629 2.206 0.16
H -0.705 -3.613 1.175 0.14

Model Q:
21
Properties=species:S:1:pos:R:3:lowdin_charge:R:1 method="wB97M-V/def2-TZVPD" mol_weight_g_mol=117.172 lumo_ev=-2.9 total_charge=+1 homo_lumo_gap_ev=10.65 homo_ha=-0.4998
C -0.564 -0.049 0.239 -0.18
C -1.621 -2.287 -0.056 -0.04
C -1.581 2.196 -0.039 0.02
C 2.849 0.610 -0.564 -0.01
C 1.412 -0.842 0.684 -0.01
N -1.597 -0.797 -0.076 -0.03
N -0.461 1.242 0.313 -0.02
O 2.106 0.294 0.692 -0.17
H -2.562 -2.605 0.394 0.09
H -1.437 -2.584 -1.142 0.12
H -0.871 -2.621 0.732 0.10
H -2.405 1.463 0.153 0.08
H -1.369 2.397 -1.075 0.09
H -1.444 3.000 0.670 0.10
H 3.854 -0.052 -0.782 0.16
H 3.278 1.620 -0.596 0.09
H 2.152 0.484 -1.338 0.06
H 1.090 -1.295 1.620 0.11
H 1.304 -1.596 -0.119 0.11
H -2.578 -0.312 -0.103 0.18
H 0.445 1.733 0.393 0.15

Of them, the most stable is model P and the least stable is model Q.

Model P:
21
Properties=species:S:1:pos:R:3:lowdin_charge:R:1 method="wB97M-V/def2-TZVPD" mol_weight_g_mol=117.172 lumo_ev=-3.4 total_charge=+1 homo_lumo_gap_ev=10.23 homo_ha=-0.5023
N 1.751 1.861 -0.887 0.21
C 2.473 0.853 -0.429 -0.12
N 2.108 -0.400 -0.463 0.08
C 0.701 -0.799 -0.741 -0.16
C -0.014 -0.822 0.569 -0.18
C -1.519 -1.279 0.334 -0.13
C -2.413 -0.067 0.697 -0.21
O -1.742 1.211 0.395 -0.13
H 2.005 2.800 -0.609 0.14
H 0.782 1.801 -1.167 0.12
H 3.378 1.136 0.104 0.17
H 2.739 -1.187 -0.440 0.17
H 0.202 -0.118 -1.436 0.12
H 0.791 -1.790 -1.217 0.15
H -0.014 0.069 1.178 0.11
H 0.456 -1.572 1.184 0.11
H -1.633 -1.428 -0.756 0.11
H -1.906 -2.100 0.910 0.11
H -3.381 -0.058 0.186 0.12
H -2.482 -0.004 1.788 0.12
H -2.282 1.894 0.802 0.08

Model Q:
21
Properties=species:S:1:pos:R:3:lowdin_charge:R:1 method="wB97M-V/def2-TZVPD" mol_weight_g_mol=117.172 lumo_ev=-7.2 total_charge=+1 homo_lumo_gap_ev=7.86 smiles="CC(C)C(=[NH2+])[C@@H](N)O" homo_ha=-0.5530
C 0.247 0.041 -2.340 -0.01
C 0.741 -0.137 -0.856 -0.31
C 1.368 -1.560 -0.724 -0.01
C -0.315 0.096 0.177 -0.03
N -1.516 -0.645 0.038 0.17
C 0.022 0.732 1.431 -0.38
N -1.015 1.860 1.903 0.11
O -0.004 -0.156 2.511 0.05
H 1.016 -0.073 -3.042 0.08
H -0.197 1.005 -2.404 0.07
H -0.597 -0.667 -2.515 0.10
H 1.542 0.552 -0.689 0.13
H 2.215 -1.727 -1.393 0.10
H 1.681 -1.722 0.312 0.09
H 0.599 -2.377 -0.907 0.12
H -1.605 -1.367 0.717 0.11
H -2.397 -0.126 -0.064 0.15
H 1.082 1.226 1.384 0.19
H -1.312 2.435 1.163 0.06
H -0.624 2.469 2.662 0.12
H -0.932 0.142 2.637 0.10

Of them, the most stable is model P and the least stable is model Q.

Model P:
21
Properties=species:S:1:pos:R:3:lowdin_charge:R:1 method="wB97M-V/def2-TZVPD" mol_weight_g_mol=117.172 lumo_ev=-3.2 total_charge=+1 homo_lumo_gap_ev=9.28 homo_ha=-0.4589
C -1.377 2.258 1.318 -0.09
C -0.093 1.537 1.032 -0.20
C 0.291 0.432 1.674 -0.24
N 1.464 -0.296 1.414 0.04
H -1.923 1.767 2.124 0.08
H -1.188 3.285 1.630 0.08
H -2.027 2.304 0.446 0.07
H 0.595 1.984 0.315 0.12
H -0.368 0.005 2.423 0.13
H 1.793 -0.774 2.239 0.10
H 2.198 0.292 1.046 0.10
O 0.707 -0.684 -3.245 0.09
C 0.982 -1.596 -2.519 -0.19
C 0.213 -1.808 -1.229 -0.09
N -0.736 -0.670 -1.092 0.19
H 1.788 -2.309 -2.723 0.14
H -0.314 -2.760 -1.242 0.14
H 0.905 -1.807 -0.386 0.11
H -1.712 -0.969 -1.058 0.18
H -0.554 -0.117 -0.225 0.10
H -0.645 -0.073 -1.940 0.16

Model Q:
21
Properties=species:S:1:pos:R:3:lowdin_charge:R:1 method="wB97M-V/def2-TZVPD" mol_weight_g_mol=117.172 lumo_ev=-2.8 total_charge=+1 homo_lumo_gap_ev=10.72 homo_ha=-0.4986
C -0.560 -0.061 2.240 -0.22
O -1.292 -0.302 1.012 -0.11
C 0.686 0.682 1.885 -0.18
C 1.906 0.236 2.132 0.04
H -0.326 -1.018 2.705 0.12
H -1.188 0.510 2.924 0.13
H -2.222 -0.477 1.200 0.11
H 0.535 1.618 1.356 0.10
H 2.769 0.819 1.844 0.07
H 2.082 -0.703 2.647 0.07
C -0.389 1.638 -2.266 -0.01
N 0.158 -1.862 -1.374 0.19
C 0.127 -0.714 -2.024 -0.14
N -0.306 0.392 -1.509 0.03
H -1.411 1.995 -2.281 0.10
H -0.040 1.475 -3.281 0.10
H 0.245 2.386 -1.803 0.10
H -0.089 -1.933 -0.396 0.12
H 0.688 -2.626 -1.761 0.13
H 0.407 -0.727 -3.070 0.16
H -0.608 0.337 -0.524 0.11

Of them, the most stable is model Q and the least stable is model P.

Model P:
21
Properties=species:S:1:pos:R:3:lowdin_charge:R:1 method="wB97M-V/def2-TZVPD" mol_weight_g_mol=117.172 lumo_ev=-3.4 total_charge=+1 homo_lumo_gap_ev=10.07 homo_ha=-0.4955
N -3.057 1.238 0.737 0.20
C -2.266 0.456 1.440 -0.13
N -1.085 0.060 1.068 0.08
C -0.549 0.145 -0.313 -0.13
C 0.838 0.787 -0.304 -0.17
C 1.941 -0.126 0.220 -0.18
C 2.101 -1.392 -0.599 -0.24
O 1.868 -1.060 -1.982 -0.08
H -2.607 1.779 0.009 0.13
H -3.897 1.640 1.121 0.14
H -2.592 0.092 2.407 0.17
H -0.634 -0.617 1.666 0.16
H -1.209 0.708 -0.963 0.12
H -0.537 -0.876 -0.678 0.13
H 0.752 1.647 0.362 0.12
H 1.133 1.131 -1.291 0.12
H 2.855 0.439 0.320 0.12
H 1.692 -0.458 1.221 0.10
H 3.075 -1.831 -0.513 0.12
H 1.375 -2.154 -0.314 0.11
H 2.264 -1.737 -2.546 0.10

Model Q:
21
Properties=species:S:1:pos:R:3:lowdin_charge:R:1 method="wB97M-V/def2-TZVPD" mol_weight_g_mol=117.172 lumo_ev=-3.0 total_charge=+1 homo_lumo_gap_ev=11.63 smiles="CC/[N+](C)=C(/O)CN" homo_ha=-0.5360
C -0.503 1.808 -2.197 -0.10
C 0.130 1.716 -0.828 -0.08
N 0.439 0.135 -0.590 -0.04
C 1.212 -0.414 -1.752 0.02
C 0.031 -0.519 0.467 -0.35
O 0.095 -1.797 0.518 0.09
C -0.418 0.060 1.759 -0.17
N -0.790 -1.036 2.613 -0.01
H -1.475 1.292 -2.325 0.09
H -0.954 2.841 -2.324 0.11
H 0.065 1.492 -3.091 0.08
H -0.468 2.185 -0.040 0.12
H 1.181 1.808 -0.831 0.10
H 2.022 0.206 -2.123 0.11
H 0.498 -0.516 -2.581 0.09
H 1.341 -1.458 -1.454 0.10
H -0.531 -2.191 1.369 0.22
H -1.273 0.849 1.825 0.17
H 0.281 0.804 2.273 0.17
H 0.005 -1.294 3.220 0.13
H -1.698 -1.237 3.078 0.14

Of them, the most stable is model P and the least stable is model Q.

Model P:
15
Properties=species:S:1:pos:R:3:lowdin_charge:R:1 method="wB97M-V/def2-TZVPD" mol_weight_g_mol=100.117 lumo_ev=0.6 homo_lumo_gap_ev=9.55 homo_ha=-0.3278
O 2.339 0.328 0.837 -0.05
C 1.465 1.132 0.089 -0.25
C 0.497 0.281 -0.740 -0.09
C -0.505 -0.183 0.252 -0.45
O -0.032 -1.045 1.151 0.10
C -1.827 0.204 0.320 -0.04
C -2.235 -0.727 -0.572 -0.07
H 1.797 -0.312 1.322 0.07
H 2.070 1.751 -0.572 0.12
H 0.858 1.796 0.726 0.13
H 1.040 -0.544 -1.216 0.14
H -0.012 0.866 -1.511 0.13
H -1.464 -1.337 -1.078 0.07
H -0.752 -1.161 1.800 0.14
H -3.238 -1.051 -0.809 0.05

Model Q:
15
Properties=species:S:1:pos:R:3:lowdin_charge:R:1 method="wB97M-V/def2-TZVPD" mol_weight_g_mol=100.117 lumo_ev=0.7 homo_lumo_gap_ev=10.52 smiles="O=C[C@H]1C[C@@H](O)C1" homo_ha=-0.3594
O -2.439 -1.502 1.016 0.05
C -1.626 -0.677 1.353 -0.28
C -0.870 0.187 0.417 -0.26
C -0.678 -0.186 -1.067 -0.07
C 0.811 0.247 -1.006 -0.36
O 1.788 -0.655 -1.467 -0.03
C 0.670 0.471 0.530 -0.06
H -1.519 -0.311 2.403 0.13
H -1.670 0.959 0.669 0.17
H -0.805 -1.253 -1.291 0.12
H -1.307 0.388 -1.748 0.11
H 1.028 1.168 -1.557 0.15
H 1.584 -1.543 -1.145 0.09
H 1.242 -0.292 1.080 0.12
H 0.975 1.452 0.902 0.11

Model R:
15
Properties=species:S:1:pos:R:3:lowdin_charge:R:1 method="wB97M-V/def2-TZVPD" mol_weight_g_mol=100.117 lumo_ev=0.7 homo_lumo_gap_ev=9.91 smiles=C[C@@]12C[C@]1(O)CO2 homo_ha=-0.3372
C 1.874 -0.179 0.816 0.01
C 0.583 0.168 0.133 -0.41
C -0.154 -0.755 -0.810 0.02
C -0.846 -0.157 0.393 -0.40
O -1.367 -0.898 1.431 0.06
C -1.145 1.279 -0.079 -0.08
O 0.277 1.530 -0.203 -0.04
H 2.738 -0.024 0.158 0.09
H 1.871 -1.236 1.106 0.09
H 2.015 0.421 1.719 0.09
H -0.425 -0.386 -1.799 0.11
H 0.090 -1.810 -0.745 0.12
H -2.107 -1.415 1.091 0.11
H -1.667 1.286 -1.047 0.11
H -1.695 2.049 0.464 0.12

Model S:
15
Properties=species:S:1:pos:R:3:lowdin_charge:R:1 method="wB97M-V/def2-TZVPD" mol_weight_g_mol=100.117 lumo_ev=1.0 homo_lumo_gap_ev=11.22 homo_ha=-0.3767
C -0.695 1.300 -0.275 -0.01
C -0.331 -0.123 0.045 -0.58
C -1.356 -0.946 0.757 -0.01
C 0.652 -0.799 -0.788 -0.12
C 2.742 0.875 -0.142 0.03
O 3.505 0.698 0.686 0.06
O 0.978 -0.354 0.539 -0.12
H 0.137 1.831 -0.746 0.08
H -1.546 1.289 -0.964 0.09
H -0.986 1.817 0.644 0.09
H -0.939 -1.931 0.986 0.09
H -1.645 -0.465 1.696 0.09
H -2.229 -1.053 0.112 0.09
H 0.617 -1.874 -0.920 0.12
H 1.093 -0.265 -1.632 0.10

Of them, the most stable is model S and the least stable is model P.

Model P:
13
Properties=species:S:1:pos:R:3:lowdin_charge:R:1 method="wB97M-V/def2-TZVPD" mol_weight_g_mol=88.182 lumo_ev=0.4 homo_lumo_gap_ev=9.13 homo_ha=-0.3213
C -0.385 1.436 -0.973 -0.28
C -1.463 0.297 -0.977 -0.27
C 1.703 -1.720 0.736 -0.05
O -0.567 0.461 1.874 -0.19
Si -0.145 0.122 0.338 0.67
H 0.222 1.489 -1.865 0.04
H -0.755 2.418 -0.698 0.05
H -2.465 0.603 -0.697 0.05
H -1.479 -0.319 -1.864 0.04
H 1.471 -2.505 0.039 -0.04
H 2.628 -1.216 0.516 -0.04
H 1.567 -1.975 1.766 -0.03
H -0.273 1.247 2.331 0.05

Model Q:
13
Properties=species:S:1:pos:R:3:lowdin_charge:R:1 method="wB97M-V/def2-TZVPD" mol_weight_g_mol=88.182 lumo_ev=0.6 homo_lumo_gap_ev=9.87 smiles="C=C[Si@@H](C)O" homo_ha=-0.3398
C -1.670 -1.090 0.729 -0.07
C -0.205 -1.195 0.813 -0.23
Si 0.768 -0.081 -0.371 0.41
C -0.149 1.585 -0.468 -0.18
O 2.194 0.542 0.009 -0.22
H -2.341 -1.780 1.290 0.04
H -2.020 -0.676 -0.275 0.05
H 0.356 -1.968 1.345 0.03
H 1.066 -1.100 -1.272 -0.02
H 0.570 2.438 -0.571 0.04
H -0.744 1.489 -1.365 0.00
H -0.938 1.609 0.359 0.05
H 3.113 0.226 -0.222 0.09

Model R:
13
Properties=species:S:1:pos:R:3:lowdin_charge:R:1 method="wB97M-V/def2-TZVPD" mol_weight_g_mol=88.182 lumo_ev=-0.2 homo_lumo_gap_ev=8.83 homo_ha=-0.3318
C -2.267 -0.299 -1.369 -0.10
C -1.621 -0.453 -0.242 -0.06
C 1.199 0.019 1.819 -0.21
O 1.299 0.712 -1.195 -0.26
Si 0.394 0.258 0.107 0.33
H -1.940 -0.688 -2.349 0.09
H -2.917 0.464 -1.250 0.03
H -0.244 1.498 0.056 -0.02
H 1.186 0.967 2.303 0.00
H 0.601 -0.775 2.239 0.01
H 2.259 -0.375 1.921 0.05
H 1.931 0.091 -1.649 0.07
H 0.118 -1.418 -0.390 0.07

Of them, the most stable is model Q and the least stable is model R.